Entry 1:
Computed, not measured: C52H53ClN4O8PSeSr as an isolated structure, with the ωB97M-V functional and the def2-TZVPD basis.

Summary:
**Relative energy (zero: lowest compared OMol25 entry of this formula, charge and spin)**: 51.7 kJ/mol
**Kohn-Sham gap**: 4.9709 eV
**HOMO**: -3.737 eV

```
! wB97M-V def2-TZVPD RIJCOSX def2/J DEFGRID3
* xyz -1 1
Sr -0.14 0.26 1.10
Se 0.54 2.65 -0.73
Cl 1.83 0.90 3.66
P 1.88 -0.81 -1.60
O -2.19 -1.24 1.56
O 1.96 1.40 2.30
O 0.81 -0.17 3.62
O 3.07 0.38 4.13
O 0.80 -4.10 1.36
O 0.77 -1.96 0.72
O -1.58 1.68 2.52
O 1.35 1.94 4.54
N -2.15 -1.25 -2.46
N -1.52 0.72 6.21
N -2.91 1.74 -0.09
N -1.86 -2.37 3.80
C 1.64 1.12 -5.22
C 0.92 0.24 -6.00
C 1.99 0.79 -3.92
C -2.15 -3.60 1.79
C -1.93 -3.51 3.17
C 4.09 4.27 -2.22
C -2.16 -3.80 -0.97
C -1.57 -2.14 5.19
C 1.45 4.10 -3.05
C -1.78 1.35 5.07
C 3.03 -3.10 -2.73
C 3.16 3.63 -1.40
C 6.10 0.49 -0.24
C 2.41 4.74 -3.83
C 2.25 -2.63 -1.67
C 3.74 4.83 -3.44
C -6.78 1.77 4.59
C 5.15 0.00 0.65
C -2.19 -2.40 1.01
C 0.89 -1.32 -4.17
C -3.34 1.01 -2.48
C -2.22 0.10 -3.03
C 1.65 -0.45 -3.38
C 0.03 4.05 -3.53
C -3.77 2.27 0.66
C -2.34 -0.31 6.84
C 4.55 0.20 -2.06
C -5.37 1.75 4.08
C -3.89 2.05 2.12
C 3.61 3.08 -0.08
C 4.75 5.52 -4.31
C -2.75 -1.42 5.87
C -2.02 -6.32 -0.90
C 3.38 -4.43 -2.86
C -2.20 -2.55 -0.41
C -2.96 2.13 -1.50
C -2.97 1.51 4.37
C 2.94 -5.34 -1.90
C 1.85 -3.55 -0.69
C -2.73 1.78 2.96
C 3.90 -0.37 0.18
C 1.83 3.53 -1.82
C -2.13 -4.99 -0.21
C -4.31 1.46 4.88
C 1.07 -3.19 0.58
C 5.80 0.58 -1.59
C -2.12 -4.87 1.15
C -5.12 2.05 2.70
C -2.23 -1.31 -1.20
C 2.20 -4.90 -0.83
C 3.58 -0.27 -1.17
C 0.53 -0.99 -5.46
H -2.01 -7.13 -0.18
H -0.06 -1.68 -6.05
H -0.89 1.76 4.59
H -4.53 2.94 0.25
H 4.55 6.59 -4.39
H -1.78 -4.42 3.76
H -0.38 3.05 -3.39
H -6.83 1.39 5.61
H -1.24 0.58 -2.92
H 1.86 -5.57 -0.05
H -1.98 -1.57 3.13
H 0.57 -2.27 -3.76
H -0.67 -1.53 5.24
H -7.19 2.79 4.60
H 3.44 2.00 -0.03
H -0.04 4.33 -4.58
H 6.54 0.96 -2.28
H 7.07 0.80 0.13
H 4.76 5.11 -5.33
H 3.98 -4.76 -3.70
H 4.34 0.27 -3.11
H 3.16 -0.74 0.88
H 5.36 -0.06 1.71
H -2.37 -0.04 -4.11
H -1.96 2.51 -1.74
H -4.12 0.38 -2.05
H -1.10 -6.37 -1.49
H 2.10 5.17 -4.78
H 4.67 3.27 0.08
H -1.74 -0.72 7.66
H -0.61 4.72 -2.94
H -0.54 0.73 6.45
H -3.23 0.13 7.29
H -3.37 -0.98 5.09
H -1.35 -3.09 5.68
H -5.98 2.25 2.07
H 5.12 4.33 -1.89
H -3.67 2.95 -1.63
H 0.64 0.50 -7.01
H 3.38 -2.39 -3.48
H 3.20 -6.39 -1.99
H -2.86 -6.49 -1.58
H 2.52 1.52 -3.32
H 1.93 2.09 -5.61
H -4.48 1.23 5.93
H -3.79 1.51 -3.33
H -2.15 -3.85 -2.06
H -3.38 -2.13 6.41
H -2.03 -5.75 1.77
H -2.35 -0.40 -0.60
H 3.03 3.51 0.74
H -7.44 1.16 3.97
H 5.76 5.41 -3.90
*
```

These are the Mulliken partial charges, in e, on atoms 1 to 5: atom 1 (Sr): 1.98, atom 2 (Se): -0.18, atom 3 (Cl): 1.77, atom 4 (P): 2.21, atom 5 (O): -0.80


Entry 2:
Computed, not measured: a 7-piece molecular cluster, C52H54ClNO28P overall at a distorted geometry, with the ωB97M-V functional and the def2-TZVPD basis.

Summary:
**Kohn-Sham gap (spin up / spin down)**: 6.7249 / 7.3457 eV
**HOMO (spin up / spin down)**: -8.419 / -9.040 eV
**⟨S²⟩**: 0.754

```
! wB97M-V def2-TZVPD RIJCOSX def2/J DEFGRID3
* xyz 0 2
Cl -3.65 -1.87 2.34
P -4.11 -1.47 0.34
O 6.59 -7.05 7.96
O 7.07 5.19 -1.39
O -2.61 -1.34 -0.29
O 5.77 -0.62 1.57
O -10.44 -2.30 1.85
O -11.65 -6.14 -1.56
O 2.26 3.21 -0.49
O -10.73 -1.62 -0.63
O -1.66 -6.02 -2.55
O 8.71 -2.99 6.90
O 7.59 8.27 -3.68
O -8.81 0.67 0.30
O 6.17 3.41 -3.08
O 3.12 5.03 1.15
O 1.88 -6.33 -5.63
O 7.84 3.35 4.37
O 5.09 -6.94 5.86
O 7.44 5.74 -4.20
O 1.39 0.14 -0.17
O 7.17 -2.86 4.82
O 8.21 0.95 5.27
O -11.39 -6.81 0.93
O 5.09 6.88 -8.11
O 2.78 -4.11 -4.66
O 5.46 1.79 0.63
O -0.79 -3.76 -1.62
O 2.08 -0.65 -2.14
O 5.28 9.42 -7.61
N -7.54 0.77 0.30
C 6.26 6.15 -6.20
C -10.73 -3.23 1.12
C -0.08 -4.32 -2.59
C 7.35 2.48 3.67
C -3.35 1.27 0.29
C -6.90 0.39 1.58
C -11.21 -5.53 0.65
C 5.95 4.78 -1.14
C 4.15 3.21 -1.90
C -7.58 1.21 2.70
C -6.90 0.38 -0.99
C 6.63 2.72 2.44
C 6.89 6.56 -5.08
C 1.75 -4.48 -4.14
C -7.48 1.33 -2.06
C -7.13 -1.08 1.89
C 7.86 -3.99 6.73
C -4.60 0.35 0.36
C 0.38 0.91 -0.84
C 6.99 -3.86 5.50
C 7.52 1.06 4.14
C 5.93 -5.94 6.03
C 6.45 9.01 -5.61
C -2.45 1.36 1.54
C -11.38 -5.21 -0.82
C 7.02 0.01 3.48
C 6.28 0.25 2.26
C 2.13 -0.65 -0.94
C -0.97 1.04 1.32
C -0.30 1.81 0.16
C 0.05 -6.32 -4.15
C 6.78 -6.07 7.28
C 5.37 3.74 -2.08
C 5.69 7.14 -7.08
C 1.05 -3.78 -3.09
C 7.01 8.02 -4.72
C 5.15 5.23 -0.02
C -10.90 -4.60 1.56
C 6.13 1.68 1.77
C -11.23 -3.84 -1.25
C 1.17 -5.78 -4.66
C 7.75 -5.03 7.56
C -10.92 -2.90 -0.34
C 3.37 3.65 -0.77
C 5.83 8.60 -6.73
C 3.06 -1.50 -0.13
C -5.42 0.79 1.57
C -5.38 0.58 -0.96
C 3.93 4.70 0.16
C 6.03 -4.89 5.20
C -7.29 -1.05 -1.39
C -0.64 -5.63 -3.09
H -11.60 -7.25 0.07
H -2.82 0.73 2.34
H 1.44 -2.84 -2.73
H -6.78 1.40 -2.89
H -5.12 1.58 -1.32
H -0.37 -7.25 -4.51
H -5.40 1.89 1.54
H -7.85 2.20 2.32
H -4.99 0.46 2.51
H 6.56 10.05 -5.35
H 0.83 1.51 -1.63
H -4.99 -0.12 -1.73
H 5.43 -4.79 4.31
H -8.45 0.98 -2.41
H -6.71 -1.82 -0.87
H 6.17 5.10 -6.46
H -0.36 0.25 -1.30
H -1.02 2.41 -0.41
H 8.45 1.86 5.53
H 6.53 3.74 2.10
H -3.76 2.27 0.09
H 3.22 -2.43 -0.68
H -6.75 -1.30 2.90
H 5.56 5.98 0.63
H -8.36 -1.20 -1.27
H -2.76 1.00 -0.59
H -7.06 -1.15 -2.46
H 8.56 -2.37 6.16
H 4.03 -1.00 -0.05
H -0.82 -0.04 1.19
H -10.77 -4.83 2.61
H 7.14 -1.01 3.83
H 4.90 8.85 -8.31
H 6.97 3.96 -2.99
H -1.55 -4.36 -1.47
H -1.98 -1.91 0.19
H 2.64 -5.73 -5.78
H 5.23 -7.55 6.61
H 3.73 2.46 -2.55
H -8.50 0.73 3.03
H 2.66 -1.72 0.85
H -6.90 1.32 3.54
H 5.21 0.88 0.37
H 8.37 -5.14 8.45
H -2.49 2.39 1.91
H -7.58 2.33 -1.64
H -11.36 -3.61 -2.30
H -10.49 -1.16 0.20
H 0.44 2.50 0.56
H -0.44 1.29 2.25
H -6.64 -1.77 1.21
H 7.81 6.30 -3.49
H -8.20 -1.29 1.91
H 2.32 4.48 1.04
*
```

These are the Mulliken partial charges, in e, on atoms 1 to 5: atom 1 (Cl): -0.28, atom 2 (P): -0.06, atom 3 (O): -0.62, atom 4 (O): -0.72, atom 5 (O): -0.22


Entry 3:
Computed, not measured: C52H55BCl3IrN9OP2S2 as an isolated structure at a distorted geometry, with the ωB97M-V functional and the def2-TZVPD basis.

Summary:
**Kohn-Sham gap (spin up / spin down)**: 4.3887 / 4.4024 eV
**HOMO (spin up / spin down)**: -11.116 / -11.118 eV
**⟨S²⟩**: 0.782

```
! wB97M-V def2-TZVPD RIJCOSX def2/J DEFGRID3
* xyz 2 2
Ir 0.82 -0.51 -1.01
Cl 4.99 3.13 -0.47
Cl 5.49 0.36 0.12
Cl 5.26 1.22 -2.65
S -1.54 0.03 -1.91
S 1.10 4.40 -2.65
P -1.32 2.09 1.50
P 0.45 -0.15 1.31
O 0.01 -2.44 -1.02
N -3.35 1.82 -0.79
N 1.53 -0.89 -2.96
N 2.13 0.95 -0.98
N 0.71 5.28 0.41
N 0.26 1.47 1.90
N -3.66 -0.28 -0.24
N 0.43 -5.11 -3.15
N 0.53 -4.50 -1.93
N -2.21 4.02 -0.31
C -1.95 2.76 3.09
C 3.87 -2.05 2.49
C 0.15 4.09 -0.14
C -1.51 -0.60 3.32
C 0.78 -5.20 -0.71
C 1.22 -6.51 1.70
C 1.85 -0.75 2.31
C 3.24 1.19 -0.99
C -3.82 2.78 4.63
C -1.06 -2.40 1.78
C 0.48 -7.12 0.70
C -2.27 5.45 -0.03
C -1.79 3.92 5.20
C -1.36 5.17 1.29
C 2.53 -1.81 -3.12
C 0.02 -3.23 -2.04
C -1.14 3.78 0.62
C 1.74 -5.23 1.49
C 1.53 -4.59 0.28
C -0.86 -1.08 2.18
C 2.03 5.82 0.07
C 2.85 -1.50 1.72
C 4.67 1.47 -1.00
C -0.06 5.83 1.28
C -4.64 0.43 0.35
C 1.11 -0.50 -4.21
C -1.91 -3.23 2.50
C -1.77 6.45 -1.04
C -0.13 -4.24 -4.02
C 2.89 -1.09 4.46
C -3.25 2.38 3.43
C -3.09 3.55 5.52
C -3.55 -1.74 -0.21
C -2.58 -2.74 3.62
C 1.86 -0.56 3.70
C 1.08 -6.37 -3.48
C 1.46 2.28 2.16
C -0.87 6.53 -2.09
C -2.38 -1.43 4.02
C 3.89 -1.84 3.85
C -4.45 1.74 0.00
C 3.30 -2.41 -1.98
C 0.07 0.53 -4.49
C 2.73 -2.04 -4.47
C -0.31 -4.59 -5.45
C 0.44 3.51 -1.30
C -2.85 0.57 -0.93
C 0.13 5.82 -2.78
C 0.25 -6.47 -0.50
C 1.83 -1.21 -5.16
C -1.23 3.53 4.00
C -0.42 -3.08 -3.35
B -2.86 3.20 -1.41
H -0.54 -2.79 0.91
H 3.47 -2.71 -4.88
H -2.30 7.39 -0.90
H 2.17 2.24 1.33
H -0.96 -3.85 -5.92
H 2.83 -1.65 0.65
H -3.52 3.85 6.47
H -2.89 -1.04 4.90
H 1.17 3.32 2.31
H 4.69 -2.26 4.45
H 1.40 -7.02 2.64
H -1.21 4.52 5.89
H -2.04 -4.26 2.20
H 0.26 6.69 1.86
H 3.06 -1.91 -1.03
H -0.97 7.50 -2.57
H 1.93 -3.60 0.12
H -3.28 5.77 0.24
H -0.21 3.83 3.78
H 1.63 -6.25 -4.41
H -3.81 1.76 2.75
H 1.97 1.94 3.05
H -3.81 3.80 -1.86
H 0.64 -4.58 -5.98
H -4.28 -2.18 -0.88
H 1.78 -6.63 -2.69
H -3.73 -2.09 0.80
H -2.08 2.93 -2.30
H 1.07 0.00 4.18
H 2.31 -4.74 2.26
H -1.33 0.40 3.67
H 0.07 -8.11 0.86
H 1.72 -1.11 -6.23
H -4.84 2.48 4.88
H 2.67 5.02 -0.30
H 3.10 -3.47 -1.86
H -0.36 -6.94 -1.26
H 4.65 -2.64 2.01
H -3.25 -3.39 4.17
H -1.94 5.22 2.20
H 4.38 -2.31 -2.15
H 0.05 1.31 -3.73
H -5.40 -0.03 0.96
H -0.76 -5.57 -5.57
H -0.94 0.09 -4.51
H -0.89 -2.19 -3.75
H -5.03 2.61 0.24
H 0.51 6.34 -3.66
H 1.94 6.58 -0.70
H 2.48 6.26 0.96
H -0.10 2.61 -1.55
H 2.90 -0.94 5.53
H 0.36 -7.17 -3.60
H -2.55 -2.02 -0.52
H 0.25 0.98 -5.47
*
```

These are the Mulliken partial charges, in e, on atoms 1 to 5: atom 1 (Ir): 1.96, atom 2 (Cl): -0.10, atom 3 (Cl): -0.08, atom 4 (Cl): -0.04, atom 5 (S): 0.19


Number 1: energy -6067.9682 hartree. Number 2: energy -4976.9230 hartree. Number 3: energy -5570.8066 hartree.